The following is a DFT calculation (the ωB97M-V functional and the def2-TZVPD basis) of C7H18CrN6O7 as an isolated structure.

Geometry as XYZ:
```
39
Properties=species:S:1:pos:R:3:forces:R:3
Cr 0.23119 -0.45475 -0.14434 0.4 0.0 0.1
O 1.13251 1.82736 0.50959 0.3 0.2 -0.5
O -1.55654 -1.72580 -1.00129 -0.3 -0.1 0.1
O 2.37947 0.17487 -0.22906 0.2 0.1 -0.3
O 0.30702 -0.98239 1.90240 -0.4 -0.3 -0.4
O 0.41677 0.06354 -2.19708 -0.8 0.0 0.5
O 0.35806 -2.62975 -0.43917 0.0 -0.5 -0.2
O -1.59018 0.74807 0.65365 0.1 0.5 0.0
N 2.06915 -0.44686 -3.63752 0.0 0.0 -0.4
N 0.44715 1.12337 -4.17934 0.0 -0.2 0.1
N -3.82702 0.51470 0.69181 0.2 0.4 0.6
N -0.06670 -0.91431 4.12418 -0.2 -0.4 0.3
N 0.70315 0.95815 2.99317 -0.4 0.2 0.5
N -2.73451 1.92560 2.20164 -0.3 -0.2 0.0
C -1.26947 -4.03354 -1.50890 -0.2 -0.5 0.4
C -0.80352 -2.73262 -0.92538 0.4 0.7 -0.1
C 3.46583 2.28872 0.10452 -0.3 -0.7 0.3
C 0.27999 -0.32406 2.94198 0.6 0.6 0.3
C 2.24556 1.37993 0.09652 -0.2 -0.2 0.6
C -2.66002 1.04510 1.15924 0.1 -0.4 -0.5
C 0.94347 0.22006 -3.28564 0.6 0.2 0.2
H -1.90867 2.45419 2.41280 0.0 -0.1 0.1
H 0.87920 1.32126 -5.06129 0.0 0.0 0.0
H 2.55186 -0.24272 -4.49266 0.0 0.0 0.0
H 4.23226 1.76331 0.67837 0.1 0.1 -0.1
H 2.52257 -1.04494 -2.96914 -0.2 0.1 0.2
H -0.32802 1.67906 -3.86883 0.0 0.0 0.0
H -0.38087 -1.86844 4.10306 0.1 0.0 -0.3
H -4.69465 0.73994 1.13686 -0.2 -0.1 -0.3
H 0.80854 1.47632 2.11674 0.1 -0.2 -0.3
H 3.21478 3.20992 0.61897 0.1 0.2 -0.3
H -3.58777 2.09963 2.69800 0.0 0.2 -0.1
H -0.35510 -0.40801 4.94132 0.2 0.3 -0.2
H -1.26391 -3.94936 -2.59379 -0.1 0.0 0.0
H -0.64256 -4.86924 -1.20418 0.2 0.1 -0.1
H 3.84034 2.41708 -0.90811 0.0 0.3 0.0
H -3.76948 -0.06097 -0.12974 0.0 -0.2 0.1
H -2.27928 -4.23923 -1.15034 -0.1 0.1 -0.3
H 0.68941 1.49682 3.84097 -0.1 -0.3 0.1
```
Forces are in eV/Å.

Computed properties:
- charge = 0
- 2S+1 = 5
- E (Ha) = -2177.4653

The following is a DFT calculation (the ωB97M-V functional and the def2-TZVPD basis) of C7H18CuO9 as an isolated structure.

Geometry as XYZ:
```
35
Properties=species:S:1:pos:R:3:forces:R:3
Cu 0.84023 -0.63945 0.60418 1.4 -1.7 -0.7
O 2.49676 1.38970 0.79961 -0.3 -0.5 -0.3
O 1.71432 -2.79896 1.01324 -1.3 0.7 -0.2
O 2.64037 -1.37520 -0.44756 -1.0 1.0 -0.4
O -2.92709 -3.75855 -2.28194 0.2 0.2 -0.4
O -1.08028 -2.34568 -0.56548 -0.2 0.2 -0.5
O 1.09098 -0.30255 3.05480 -1.3 -0.3 -1.1
O 3.90087 -2.86315 0.65274 -0.1 -0.1 -0.7
O 0.40041 3.34669 -0.72904 -0.6 0.2 -0.2
O -1.13265 1.00479 -0.04310 0.2 -0.7 0.2
C -1.69149 2.14554 -0.63366 -2.0 1.1 0.9
C -2.13138 -2.66656 -2.75049 -0.3 0.4 0.3
C 1.08089 1.07944 2.74180 0.9 -0.3 3.1
C 2.36717 1.60680 2.20648 -0.4 2.1 -2.4
C 2.75833 -2.39232 0.35961 1.4 -0.1 1.8
C -1.83615 -1.71417 -1.60312 0.2 0.6 0.2
C -0.70154 2.85606 -1.49699 0.8 -1.1 1.3
H 2.15198 2.68635 2.15339 0.6 0.2 1.2
H -1.65423 -2.63607 0.14851 0.1 0.0 0.0
H 0.93372 1.60430 3.69799 0.2 0.3 0.1
H 0.18629 1.41904 2.21803 0.2 -0.7 -0.8
H -2.69163 -2.16552 -3.54251 -0.3 0.1 0.2
H -2.61926 1.92271 -1.18218 0.3 -0.4 -0.6
H -0.33927 2.00516 -2.08576 0.1 0.6 -1.0
H 3.32876 1.37675 2.66177 -0.5 -0.2 0.7
H -2.73677 -1.24505 -1.19396 -0.4 -0.4 0.0
H -2.11171 2.74308 0.19035 0.5 0.6 -0.1
H -1.82440 0.69995 0.55172 0.3 -0.5 0.1
H -2.56825 -4.01262 -1.42489 0.2 -0.1 -0.1
H -1.19124 3.68140 -2.00556 0.3 -0.1 -0.4
H 3.38503 1.09150 0.58614 -0.2 -0.7 -0.3
H -1.27182 -0.83852 -1.92989 0.4 -0.3 -0.3
H 1.66424 -0.55321 3.78166 0.3 0.3 -0.1
H -1.20109 -2.94166 -3.25295 0.2 -0.6 0.4
H 0.76991 2.58997 -0.25293 0.3 0.0 -0.1
```
Forces are in eV/Å.

Computed properties:
- charge = -1
- 2S+1 = 1
- E (Ha) = -2595.0788
- energy above the lowest of the compared OMol25 structures with the same formula, charge and spin (kcal per mole) = 55.7

The following is a DFT calculation (the ωB97M-V functional and the def2-TZVPD basis) of a 2-piece molecular cluster, C7H18FN2O2S overall.

Geometry as XYZ:
```
31
Properties=species:S:1:pos:R:3:forces:R:3
S 3.17090 1.96075 2.61670 0.3 -0.1 0.1
F 2.95780 -0.06699 0.91540 0.4 -0.3 -0.5
O -0.40268 0.91301 2.83945 1.6 -0.3 -0.8
O -3.03442 -0.81819 -4.66302 -0.4 -0.2 0.3
N -0.89523 0.03552 -2.70259 1.0 -0.5 -0.4
N 1.70190 0.47387 0.71834 -0.1 0.0 -0.2
C -0.41993 -1.36173 -2.31198 -0.4 -1.0 -1.4
C -0.79285 -1.79848 -0.77725 -0.3 0.0 0.2
C 0.71469 -0.57431 1.16963 -1.7 -2.2 1.8
C 1.68357 1.77078 1.48573 -1.0 4.1 0.1
C 0.38614 -0.32717 2.77564 0.2 -0.6 -1.0
C 0.33471 2.08194 2.34909 0.0 1.2 0.9
C -0.69691 -0.59348 0.33168 -0.4 0.1 0.5
H -1.55785 -0.79826 1.13221 2.1 0.6 -1.7
H -1.01438 -2.10495 -3.03246 1.5 1.3 1.7
H -0.90778 0.48421 -0.10255 0.3 -2.3 0.6
H 1.65892 0.67169 -0.32092 -0.1 -0.4 1.2
H -3.87088 -0.35675 -4.50077 0.2 -0.1 -0.1
H -1.71452 -0.02251 -3.37726 1.6 0.0 1.0
H 1.26554 -1.61669 1.09501 -0.9 2.3 -0.2
H 1.76521 2.63852 0.66859 -0.2 -2.1 1.7
H -1.91476 -2.19488 -0.76624 2.4 1.0 0.0
H -0.33026 2.85934 1.73964 1.0 -2.2 1.2
H -0.26153 -1.27099 3.11017 1.2 2.5 -0.7
H 2.87299 3.02978 3.47794 -0.5 -1.0 -1.3
H -0.10481 0.58853 -3.14907 -1.6 -1.2 0.6
H -3.23992 -1.74701 -4.47849 0.1 0.3 -0.2
H 0.68242 2.68440 3.31955 -0.6 -1.3 -2.2
H 0.72736 -1.53475 -2.59143 -2.4 0.5 0.9
H 1.35584 -0.30007 3.43058 -1.7 0.1 -1.2
H -0.11930 -2.70513 -0.40134 -1.4 1.9 -0.9
```
Forces are in eV/Å.

Computed properties:
- charge = +1
- 2S+1 = 1
- E (Ha) = -1035.0722
- energy above the lowest of the compared OMol25 structures with the same formula, charge and spin (kcal per mole) = 53.4

The following is a DFT calculation (the ωB97M-V functional and the def2-TZVPD basis) of C7H18I2LaNO3P2 as an isolated structure.

Geometry as XYZ:
```
34
Properties=species:S:1:pos:R:3:forces:R:3
La 0.96137 0.43614 -0.20411 -3.5 1.9 -0.1
I 3.70554 -0.75912 -0.47469 0.6 -2.1 1.1
I 1.38641 -2.54600 1.10396 2.4 0.3 -1.1
P 0.24928 0.59350 2.58221 0.3 0.8 0.8
P -0.26103 -0.92052 -2.45523 0.2 0.2 -1.2
O -0.88990 1.82277 -0.58485 1.1 -0.1 -0.1
O -1.94856 -1.73957 0.73568 2.5 1.7 -0.7
O -2.88626 2.67267 -0.83491 1.9 -1.3 0.5
N -2.23389 1.78430 -0.37284 -1.8 0.6 -0.1
C -1.44879 -2.13857 -3.09360 0.1 0.1 0.7
C 1.98689 0.48320 3.12537 -0.1 -0.6 -0.1
C -0.56970 0.50170 -3.53204 -0.3 0.4 0.2
C 0.04008 2.37988 2.73001 -0.3 0.2 -0.3
C -1.03987 -1.09089 0.45801 -3.5 -1.4 0.6
C 1.34086 -1.40559 -3.16509 0.1 -0.4 0.3
C -0.71905 -0.01534 3.99491 0.0 -0.3 -0.6
H 0.29545 2.62744 3.76210 -0.1 0.3 -0.1
H 2.65638 0.99428 2.42302 0.0 0.2 0.2
H -1.23561 -3.08106 -2.56855 -0.3 0.1 -0.4
H 1.21810 -1.57711 -4.24062 0.3 -0.1 0.2
H 2.06306 0.92019 4.12661 0.3 -0.1 -0.2
H -1.56647 0.89008 -3.32298 0.0 0.0 -0.2
H 0.67853 2.93819 2.03781 0.0 0.0 0.1
H -2.44711 -1.76881 -2.80633 0.2 -0.4 -0.3
H 2.09635 -0.63154 -2.97417 -0.2 0.0 -0.4
H -1.32631 -2.22012 -4.19047 -0.2 -0.1 0.6
H -1.77449 0.18821 3.74827 0.3 -0.1 0.4
H 1.68357 -2.28828 -2.61935 0.1 -0.2 -0.5
H -0.47362 0.13953 -4.55876 -0.1 0.3 0.0
H 0.12638 1.33077 -3.36243 0.0 -0.1 -0.1
H 2.26966 -0.57476 3.09652 0.2 0.3 0.5
H -0.39243 0.51301 4.91117 -0.3 -0.4 -0.4
H -0.99081 2.64253 2.48306 0.1 0.1 0.2
H -0.55405 -1.10110 4.04230 -0.2 0.3 0.4
```
Forces are in eV/Å.

Computed properties:
- charge = +2
- 2S+1 = 1
- E (Ha) = -1867.0052
- energy above the lowest of the compared OMol25 structures with the same formula, charge and spin (kcal per mole) = 0.0

The following is a DFT calculation (the ωB97M-V functional and the def2-TZVPD basis) of C7H18InN3 as an isolated structure.

Geometry as XYZ:
```
29
Properties=species:S:1:pos:R:3:forces:R:3
In -6.79527 -5.28955 5.44912 -1.4 0.7 2.1
N -5.01771 -6.58617 5.40668 -0.5 0.0 -0.3
N -7.41039 -6.36998 3.64699 0.4 0.4 0.0
N -5.67204 -3.99710 4.06206 -0.6 -0.9 0.1
C -7.38229 -5.24688 2.64519 0.3 0.0 0.0
C -7.96309 -4.63932 7.20358 0.2 -0.3 -0.9
C -5.59403 -7.80773 4.72668 -0.4 0.3 -0.1
C -4.30304 -4.30930 4.52317 0.4 -0.5 -0.2
C -6.06500 -4.42974 2.69058 -0.4 0.0 -0.2
C -6.40170 -7.44139 3.44419 0.2 -0.7 0.4
C -3.99227 -5.82654 4.64807 -0.5 0.6 -0.9
H -3.92819 -6.25384 3.63861 0.2 0.0 0.3
H -4.80269 -8.49412 4.44665 0.1 -0.2 0.0
H -4.68059 -6.84264 6.33223 0.0 0.0 -0.1
H -6.87153 -8.34621 3.03350 0.1 0.2 0.3
H -5.23862 -4.99218 2.26807 0.1 -0.1 -0.1
H -8.25181 -4.62042 2.86808 0.2 0.1 0.0
H -6.23277 -8.29566 5.47715 0.1 0.0 -0.3
H -3.58216 -3.86046 3.85329 0.4 0.0 -0.2
H -7.38691 -3.87631 7.71667 0.1 0.0 0.0
H -4.19197 -3.83456 5.48854 0.1 0.2 0.3
H -8.90524 -4.21222 6.83182 0.3 -0.3 0.2
H -5.83556 -3.01488 4.19937 -0.1 0.5 0.0
H -6.21675 -3.56396 2.03903 0.1 -0.1 0.1
H -8.34946 -6.75305 3.69181 0.0 0.0 0.0
H -5.70885 -7.11088 2.69434 0.3 0.2 -0.5
H -3.03167 -5.88622 5.12454 0.5 -0.3 0.1
H -7.50435 -5.61704 1.62624 0.0 -0.1 0.0
H -8.12461 -5.50681 7.84803 0.0 0.2 -0.2
```
Forces are in eV/Å.

Computed properties:
- charge = +2
- 2S+1 = 1
- E (Ha) = -631.3386

The following is a DFT calculation (the ωB97M-V functional and the def2-TZVPD basis) of C7H18N4OS5Tl as an isolated structure.

Geometry as XYZ:
```
36
Properties=species:S:1:pos:R:3:forces:R:3
Tl 1.98237 0.28111 -1.35865 -0.1 0.3 0.1
S 1.35937 -3.76109 -3.34325 0.0 0.4 0.1
S 4.07107 -1.78149 -3.03825 -0.4 -0.6 -0.2
S 3.45907 -3.54819 -3.51315 -0.1 0.4 0.2
S 0.45747 -2.11539 -2.84445 0.5 -0.5 -0.2
S -0.51103 1.74641 -2.61765 0.5 0.2 0.2
O 0.98707 -0.14389 0.91205 0.1 0.0 -0.3
N 0.24697 1.54811 2.16635 0.1 0.1 -0.1
N 0.99407 -0.52789 3.11545 0.1 -0.2 0.0
N -1.64223 0.18401 -4.38165 -0.1 -0.2 -0.1
N -2.68883 0.32181 -2.31965 -0.3 -0.4 -0.2
C 0.04027 2.24601 0.90865 0.0 -0.2 -0.3
C 1.47787 -1.86649 2.81545 0.1 -0.2 -0.3
C 0.76307 0.29471 2.06545 -0.2 0.0 -0.1
C 0.90477 -0.32139 4.54525 -0.1 0.1 0.3
C -2.50933 -0.84889 -4.90185 -0.3 -0.1 0.1
C 0.07917 2.36651 3.34965 0.0 0.0 0.4
C -1.69633 0.66721 -3.14485 0.3 0.3 0.1
H -2.68563 0.70121 -1.38805 0.0 0.1 -0.1
H -2.20433 -1.08139 -5.91765 0.0 0.0 0.0
H 0.24557 -1.08029 4.97575 0.1 0.0 0.0
H -0.88473 0.52351 -4.95585 -0.1 0.0 0.2
H -0.20673 3.36461 3.02785 0.0 0.0 0.1
H 1.00117 2.46041 3.92375 0.0 0.0 0.0
H 0.80987 -2.60909 3.25495 0.0 0.0 0.1
H 0.52367 0.64711 4.82365 0.0 0.0 0.0
H -3.48753 -0.21529 -2.61295 0.0 -0.1 0.0
H 0.97467 2.65661 0.50705 0.0 0.1 0.0
H -0.72313 1.98641 3.98285 0.0 0.1 0.1
H -0.37303 1.56851 0.16285 0.0 0.2 0.1
H -0.65783 3.06251 1.06615 0.0 0.0 0.0
H -3.54733 -0.51379 -4.92125 -0.1 0.0 -0.1
H 1.50277 -2.01099 1.73925 0.0 0.0 0.2
H 2.48297 -2.00979 3.21765 0.0 0.0 0.1
H -2.44303 -1.75359 -4.29095 0.0 0.0 -0.1
H 1.89767 -0.43779 4.99015 -0.1 0.0 0.0
```
Forces are in eV/Å.

Computed properties:
- charge = +1
- 2S+1 = 1
- E (Ha) = -2735.0319